# 1
The following is a quantum chemistry calculation of a structure of composition C19H16Cl2N4O4PtS in a non-equilibrium geometry, from the OMol25 dataset.

2S+1: 5
HOMO energy (alpha / beta), eV: -6.606 / -7.602
Calculated total energy, eV: -73208.456
LUMO energy (alpha / beta), eV: -1.023 / -1.200

```
47
Properties=species:S:1:pos:R:3:forces:R:3:lowdin_spin:R:1
Pt -1.3061 0.4217 0.3312 -7.69 7.63 -3.43 0.2648
O -3.6364 3.5766 -0.9083 0.01 -0.02 0.17 0.0003
C -2.8314 2.8475 -0.3642 0.00 0.21 0.02 0.0016
O -2.7604 1.5703 -0.4970 0.16 -0.44 -0.10 0.0265
C -1.7645 3.4447 0.5336 -0.03 -0.01 -0.14 0.0025
C -1.8159 4.7587 0.9669 0.04 -0.05 -0.04 0.0017
C -0.7522 5.2539 1.7010 -0.05 -0.03 0.03 -0.0012
C 0.3368 4.4299 1.9512 0.01 -0.02 -0.03 0.0012
C 0.3024 3.1241 1.4966 0.14 -0.06 0.00 0.0037
N -0.7402 2.6447 0.8242 0.03 -1.19 -0.02 0.0343
H -2.6863 5.3454 0.7101 0.03 0.03 -0.04 0.0004
H -0.7672 6.2706 2.0704 0.02 0.02 -0.02 -0.0001
H 1.2045 4.7849 2.4886 -0.01 0.01 0.02 0.0002
H 1.1312 2.4426 1.6457 -0.05 -0.01 0.07 0.0033
O -2.9239 -1.3647 -0.1856 1.31 0.98 0.49 0.0326
N -2.6860 -1.3838 -1.4761 1.00 -0.96 -1.03 0.0215
C -3.5195 -0.7223 -2.3007 -0.07 0.06 0.05 0.0081
C -3.2773 -0.6447 -3.6474 -0.04 0.07 -0.09 0.0138
C -2.1409 -1.2416 -4.1751 0.08 -0.22 -0.05 0.0104
C -1.2984 -1.9546 -3.3486 -0.16 0.09 0.02 0.0147
C -1.5583 -2.0578 -1.9854 -0.19 0.22 1.46 0.0254
S -0.4918 -2.9408 -0.8883 -1.83 -0.94 -2.61 0.0475
H -4.3447 -0.2354 -1.8061 0.03 -0.01 0.06 0.0003
H -3.9655 -0.1013 -4.2773 -0.02 0.05 0.05 0.0007
H -1.9200 -1.1602 -5.2301 -0.01 -0.01 -0.03 0.0003
H -0.4189 -2.4564 -3.7232 0.04 0.06 -0.01 0.0006
Cl 3.5443 0.8692 -2.0424 0.07 0.11 -0.12 0.0369
C 3.2789 -0.5191 -1.0568 0.10 -0.19 0.15 0.1037
C 4.2556 -1.4627 -0.8962 -0.19 0.07 0.03 -0.0157
C 3.9396 -2.6110 -0.1481 -0.17 0.32 -0.17 0.1039
C 2.7305 -2.7139 0.4790 -0.96 -1.17 1.50 -0.0134
C 1.7187 -1.7315 0.5518 14.40 2.10 -10.48 0.1355
Cl 0.5431 -1.7135 1.3679 2.36 -4.53 9.34 0.1704
C 1.9913 -0.6336 -0.4628 -3.62 1.27 0.32 0.0909
N 0.9572 0.2092 -0.8421 3.11 -1.38 0.22 1.1591
H 5.2201 -1.3370 -1.3649 0.00 0.00 -0.05 -0.0008
H 4.6374 -3.4310 -0.0666 0.04 0.01 -0.03 0.0067
H 2.4643 -3.6069 1.0402 0.44 -0.11 -0.07 -0.0014
C 1.8646 -1.2218 3.7241 0.60 -0.87 -0.33 0.1524
C 1.1200 -1.0044 2.4916 3.42 5.73 9.01 0.9944
N 0.3191 -2.9388 1.8789 -1.92 -9.24 6.27 0.2447
O -0.2532 -0.8043 0.9339 -6.40 6.70 -0.99 0.1743
H 1.3729 -1.9966 4.3217 0.00 0.12 0.09 0.0218
H 2.0338 -0.3417 4.3395 -0.16 0.15 -0.17 0.0159
H 2.8442 -1.6262 3.4179 0.09 0.09 0.37 0.0244
H -0.0788 -3.8345 2.0502 -0.37 -0.02 -0.50 0.0167
H 0.1273 -2.2020 0.3770 -3.58 -4.61 -9.18 0.0647
```
Forces are in eV/Å.

# 2
The following is a quantum chemistry calculation of a structure of composition C19H16Co2NO6 in a non-equilibrium geometry, from the OMol25 dataset.

HOMO energy, eV: -3.006
Calculated total energy, eV: -108987.895
LUMO energy, eV: 2.629
Charge: -1

```
44
Properties=species:S:1:pos:R:3:forces:R:3:nbo_charge:R:1
O 4.2129 1.6388 -0.4797 -1.43 0.46 0.83 -0.5664
C 3.1774 1.8276 0.0185 0.79 -0.88 -0.84 0.5540
Co 1.6228 2.1141 0.7826 0.37 0.07 -0.54 -0.0692
C 2.0372 1.7144 2.4270 0.66 -0.34 1.50 0.4523
O 2.4426 1.5550 3.5002 -0.28 0.08 -0.71 -0.5696
C 1.6332 3.8903 0.6864 -0.28 0.87 -0.06 0.4373
O 1.7439 5.0450 0.6934 0.04 -0.90 0.00 -0.5722
C 0.6470 0.7940 -0.5291 1.48 -0.83 -1.58 -0.3135
C 0.9143 1.0741 -1.9481 -1.25 -0.38 -0.55 0.0192
C 1.2913 2.3440 -2.4052 0.15 0.29 -1.08 -0.2166
C 1.5818 2.5370 -3.7683 0.06 0.03 0.51 -0.2232
C 1.4551 1.4818 -4.6670 0.49 0.31 -0.77 -0.2361
C 0.9862 0.2468 -4.2488 -0.11 -0.06 0.89 -0.2321
C 0.6760 0.0424 -2.8955 0.77 1.15 -0.35 -0.2253
C 0.2354 -0.4232 0.0799 3.28 -3.57 -0.89 -0.1982
C 0.6392 -1.7452 0.3172 2.06 4.97 1.01 -0.4279
Co -0.6270 1.0085 0.7100 -2.53 3.22 2.59 -0.1077
C -0.8966 2.8316 0.7917 -1.55 0.63 0.16 0.5172
O -1.4219 3.8604 0.9078 1.24 -1.22 -0.24 -0.5530
C -2.3013 0.5575 0.3503 -1.28 -0.10 -0.27 0.5904
O -3.4234 0.3009 0.2243 1.38 0.16 0.09 -0.5452
C -0.5065 0.6866 2.4481 -0.92 -0.50 2.40 0.5456
O -0.5766 0.4818 3.5881 0.42 0.21 -1.81 -0.5503
H 1.3496 3.1883 -1.7081 0.12 -0.59 -0.31 0.2278
H 1.9697 3.4945 -4.1502 -0.35 -0.39 0.39 0.2012
H 1.7838 1.6407 -5.7131 -0.36 -0.20 0.67 0.1939
H 0.9139 -0.5706 -4.9490 -0.16 -0.11 -0.14 0.1968
H 0.2745 -0.8908 -2.5390 0.06 -0.25 0.07 0.2081
H 0.7596 -2.0124 1.3874 -0.44 0.11 -0.67 0.1647
H 1.4250 -2.1796 -0.3452 -0.58 0.50 0.46 0.1780
C 0.3098 -5.8231 0.9870 -0.03 0.02 0.01 -0.4222
C -0.6991 -5.3298 2.0378 -0.07 0.22 0.11 -0.4181
C -1.1732 -3.9434 1.5858 0.18 0.34 -1.03 -0.2318
N -0.3354 -3.5269 0.4095 -2.25 -3.89 -0.63 -0.5508
C 0.4524 -4.7233 -0.0598 -0.84 0.99 -0.12 -0.2269
H 1.2762 -6.0031 1.4711 -0.21 -0.31 -0.25 0.2082
H -0.0700 -6.7183 0.4884 0.33 -0.14 0.27 0.2045
H -1.5744 -5.9926 2.0873 0.41 0.05 0.31 0.2053
H -0.2005 -5.2470 3.0162 -0.42 -0.24 -0.23 0.2084
H -2.2371 -3.9601 1.2971 0.33 0.08 0.24 0.1868
H -1.0364 -3.1957 2.3642 -0.06 0.20 0.19 0.1968
H -0.9567 -3.2338 -0.3414 0.20 -0.03 0.25 0.3836
H 1.4851 -4.4006 -0.1696 0.22 -0.03 -0.14 0.1916
H 0.0699 -5.0411 -1.0427 0.32 0.00 0.26 0.1844
```
Forces are in eV/Å.